[1]
Entry from the OMol25 dataset: a cluster of 2 separate species, C4H4F6O3S2 in total (the ωB97M-V functional and the def2-TZVPD basis).

Frontier orbital gap (spin up / spin down) in eV: 8.1 / 6.7
Spin multiplicity: 1
Relative energy (zero: lowest compared OMol25 entry of this formula, charge and spin) in kcal/mol: 0.0
Total charge: 0

XYZ file:
```
19
Properties=species:S:1:pos:R:3:forces:R:3
C -1.056 -0.958 1.383 -2.2316 3.7889 -0.8489
C -0.516 -0.771 0.000 1.6756 1.2193 3.0052
C -1.096 2.277 -0.493 -0.8475 -1.0418 -1.3752
C 2.403 -0.828 -0.299 0.6330 0.4476 0.1166
O 0.002 1.874 1.872 -0.3468 0.1359 2.2038
O 0.590 -2.154 -1.694 -0.1319 -0.8057 -2.7080
O -1.162 -0.634 -1.074 -0.3942 -0.8573 -2.4879
F -2.250 1.677 -0.120 0.6624 -0.3934 0.6662
F -1.397 3.533 -0.575 0.1811 2.5339 1.2267
F -0.904 1.964 -1.785 0.8348 -1.0753 -0.4240
F 2.482 -0.051 -1.394 0.0838 -1.0711 0.7808
F 3.509 -1.645 -0.191 -1.5537 1.2560 -0.3566
F 2.351 -0.015 0.769 0.7753 -0.8399 -0.0464
S 0.442 1.789 0.491 -1.1732 -0.3534 -2.3427
S 0.852 -1.916 -0.278 1.3282 0.0146 1.4186
H -0.567 -1.725 1.829 1.3447 -2.4838 1.4828
H -1.048 -0.072 2.133 0.3748 -0.8341 -1.5416
H -2.110 -1.167 1.225 -0.2553 -0.3146 0.3224
H -0.524 -1.178 -1.799 -0.9596 0.6742 0.9082
```
Positions in Å, forces in eV/Å.



[2]
Entry from the OMol25 dataset: a cluster of 2 separate species, C4H4FINO3 in total (the ωB97M-V functional and the def2-TZVPD basis).

Frontier orbital gap (spin up / spin down) in eV: 5.4 / 6.7
<S²>: 2.012
Spin multiplicity: 3
Total charge: -1

XYZ file:
```
14
Properties=species:S:1:pos:R:3:forces:R:3
C 1.430 0.504 -0.635 -0.3538 0.6307 -0.3680
C -1.994 -0.088 0.444 0.8335 -1.6420 -0.3975
C -0.932 -1.135 0.143 -1.9535 -0.3421 -0.1736
C 1.232 -0.233 0.622 2.7532 0.4586 1.1341
N 0.628 1.581 -0.774 -0.0546 0.1346 0.1092
O -3.008 -0.687 0.825 -0.9741 0.1086 0.5099
O 2.241 0.128 -1.471 0.2218 -0.2252 -0.1208
O -1.813 1.116 0.232 -0.0227 1.3565 -0.0167
F 1.002 0.461 1.751 -0.3591 -0.4593 -0.7647
I 2.590 -1.824 0.903 -0.4487 0.2317 0.1000
H -0.909 -1.962 0.837 0.1464 -0.1215 0.1129
H -0.799 -1.412 -0.894 0.2226 0.0858 -0.1871
H -0.297 1.554 -0.291 -0.1356 -0.1075 0.0478
H 0.630 1.997 -1.693 0.1247 -0.1089 0.0145
```
Positions in Å, forces in eV/Å.



[3]
Entry from the OMol25 dataset: a cluster of 2 separate species, C4H4FN in total (the ωB97M-V functional and the def2-TZVPD basis).

Frontier orbital gap in eV: 9.9
Spin multiplicity: 1
SMILES: C=C=N.C#CF
Relative energy (zero: lowest compared OMol25 entry of this formula, charge and spin) in kcal/mol: 99.6
Total charge: 0

XYZ file:
```
10
Properties=species:S:1:pos:R:3:forces:R:3
C -0.075 2.031 -0.332 -0.6340 -0.9899 -0.9330
C 0.967 -2.787 0.469 0.3863 -0.7173 0.3474
C -0.061 -2.680 -0.133 -0.2238 -0.3933 0.5054
C -0.838 1.155 0.308 1.4614 2.2086 -1.1778
N 0.679 2.605 -1.102 -0.0828 -0.9575 0.3226
F -1.248 -2.677 -0.625 0.4256 0.3790 -0.1822
H 1.806 -3.176 1.049 -0.5834 0.7578 -0.6627
H 0.910 3.530 -0.837 0.1899 1.3717 0.0742
H -1.869 1.132 0.057 -0.6688 -0.3780 0.4001
H -0.271 0.867 1.146 -0.2704 -1.2810 1.3058
```
Positions in Å, forces in eV/Å.



[4]
Entry from the OMol25 dataset: the ion C4H4FN2O with charge -1 (the ωB97M-V functional and the def2-TZVPD basis).

Frontier orbital gap in eV: 7.1
Spin multiplicity: 1
SMILES: Cn1ncc(F)c1[O-]
Relative energy (zero: lowest compared OMol25 entry of this formula, charge and spin) in kcal/mol: 0.0
Total charge: -1

XYZ file:
```
12
Properties=species:S:1:pos:R:3:forces:R:3
C -0.765 1.143 2.106 -0.0302 -0.0351 -0.1298
C 0.349 0.539 2.671 0.0681 0.0859 -0.0139
C 0.933 -0.219 1.660 5.0693 -4.6571 0.3383
C 0.378 -0.556 -0.730 0.0965 -0.1638 -0.0767
N -0.894 0.810 0.826 -0.4234 0.2219 -0.3409
N 0.149 -0.020 0.575 -0.1438 0.4770 0.5522
O 2.067 -1.197 1.628 -4.5468 4.2126 0.0593
F 0.750 0.706 3.968 0.0339 -0.2514 -0.4493
H -1.482 1.793 2.578 -0.0986 0.1230 0.0169
H 0.181 0.213 -1.481 0.0124 -0.0261 0.0665
H 1.420 -0.875 -0.756 -0.0778 -0.0320 -0.0216
H -0.266 -1.421 -0.926 0.0403 0.0450 -0.0010
```
Positions in Å, forces in eV/Å.



[5]
Entry from the OMol25 dataset: an isolated molecule of C4H4FN3O2 (the ωB97M-V functional and the def2-TZVPD basis).

Frontier orbital gap in eV: 9.4
Spin multiplicity: 1
SMILES: Cn1cnc(F)c1[N+](=O)[O-]
Relative energy (zero: lowest compared OMol25 entry of this formula, charge and spin) in kcal/mol: 122.9
Total charge: 0

XYZ file:
```
14
Properties=species:S:1:pos:R:3:forces:R:3
C -0.982 1.586 0.043 0.8301 1.0485 -0.1722
C -3.093 1.182 0.102 0.8920 -0.0621 -1.6796
C -2.624 -0.056 -0.190 5.0050 -1.0029 1.1510
C 0.251 -0.556 -0.208 -0.1061 -2.3484 -0.3843
N -2.203 2.145 0.110 1.3946 0.6967 0.6043
N -0.861 0.304 -0.019 -6.6220 -1.2952 -0.0401
N -3.031 -1.382 0.028 0.1817 -1.6945 -0.5263
O -4.182 -1.709 -0.225 0.3264 0.9448 0.3496
O -2.166 -2.215 0.348 -0.5519 0.8789 -0.0193
F -4.341 1.470 0.032 -1.6165 0.4290 0.5520
H -0.012 2.105 -0.041 -0.8774 0.5414 0.2483
H -0.216 -1.673 -0.180 1.5656 2.7390 0.2466
H 0.612 -0.374 -1.242 0.3421 -0.2799 0.7465
H 1.015 -0.338 0.599 -0.7636 -0.5955 -1.0765
```
Positions in Å, forces in eV/Å.



[6]
Entry from the OMol25 dataset: an isolated molecule of C4H4FNO (the ωB97M-V functional and the def2-TZVPD basis).

Frontier orbital gap in eV: 9.8
Spin multiplicity: 1
SMILES: Cc1oncc1F
Relative energy (zero: lowest compared OMol25 entry of this formula, charge and spin) in kcal/mol: 54.2
Total charge: 0

XYZ file:
```
11
Properties=species:S:1:pos:R:3:forces:R:3
C 0.639 2.369 1.019 -0.5487 -0.9639 -1.3065
C -0.293 1.625 0.256 2.6414 -2.8268 -1.1732
C 0.419 0.353 0.007 -2.1254 4.9258 1.8891
C -0.156 -0.931 -0.175 -2.7161 -2.1777 -2.4704
N 1.706 1.667 1.234 1.6236 -0.1869 0.4248
O 1.589 0.429 0.632 -0.5860 0.9228 0.2674
F -1.441 2.014 -0.316 0.3065 -0.2411 0.5432
H 0.684 3.382 1.323 -0.3939 0.6838 0.3905
H -0.222 -1.326 -1.235 0.2108 0.6970 0.8836
H 0.389 -1.683 0.341 0.3444 -0.5555 0.7440
H -1.236 -0.887 0.160 1.2432 -0.2776 -0.1925
```
Positions in Å, forces in eV/Å.



[7]
Entry from the OMol25 dataset: an isolated molecule of C4H4FNS2 (the ωB97M-V functional and the def2-TZVPD basis).

Frontier orbital gap in eV: 7.9
Spin multiplicity: 1
SMILES: N#CC(=S)[C@@H](F)CS
Relative energy (zero: lowest compared OMol25 entry of this formula, charge and spin) in kcal/mol: 25.3
Total charge: 0

XYZ file:
```
12
Properties=species:S:1:pos:R:3:forces:R:3
C 1.339 -0.174 -0.196 -0.0514 -0.1746 0.4207
C -0.045 0.446 -0.394 -0.2356 -1.0441 -0.1746
C -1.091 -0.357 0.382 0.0763 0.6797 0.5412
C -1.268 -1.678 -0.136 -0.7284 -4.0516 -1.6301
H 3.236 -0.230 -1.606 0.3870 -0.6279 -0.2618
H 1.327 -1.191 -0.587 0.0113 0.0304 -0.0487
H 1.536 -0.256 0.906 0.0954 0.3788 -0.9858
H -0.356 0.379 -1.465 0.3545 0.4641 0.5662
N -1.413 -2.763 -0.594 0.5572 3.7512 1.5757
F -0.016 1.722 0.062 -0.1369 0.4560 -0.1750
S 2.571 0.803 -1.148 -0.6028 0.4094 0.6953
S -1.904 0.180 1.674 0.2733 -0.2713 -0.5231
```
Positions in Å, forces in eV/Å.



[8]
Entry from the OMol25 dataset: a structure of composition C4H4GaLiO2 (the ωB97M-V functional and the def2-TZVPD basis).

Frontier orbital gap (spin up / spin down) in eV: 9.0 / 4.9
Spin multiplicity: 1
Relative energy (zero: lowest compared OMol25 entry of this formula, charge and spin) in kcal/mol: 57.8
Total charge: +2

XYZ file:
```
12
Properties=species:S:1:pos:R:3:forces:R:3
H -5.142 1.778 1.336 -0.7370 -0.0357 0.6070
C 0.921 -0.742 0.453 -2.7668 -1.0981 1.6154
C 0.282 -1.936 -0.159 0.0371 -0.3289 -0.4320
C -0.529 -0.691 -0.131 0.5523 0.0543 -0.0399
C -1.480 0.119 -0.334 -0.2347 0.4822 -0.0396
O -2.309 0.955 -0.530 0.2929 -0.4911 0.3568
O 1.897 -0.092 -0.173 1.0903 -3.2579 1.4845
H 0.905 -0.687 1.550 0.3463 0.1683 -0.4287
H -0.056 -2.743 0.496 0.1780 0.2540 -0.1255
H 0.654 -2.242 -1.140 -0.1321 0.0485 0.2721
Ga 2.059 1.302 -0.993 0.7329 4.2105 -2.5497
Li -3.813 1.861 0.226 0.6408 -0.0061 -0.7204
```
Positions in Å, forces in eV/Å.



[9]
Entry from the OMol25 dataset: a structure of composition C4H4HgO (the ωB97M-V functional and the def2-TZVPD basis).

Frontier orbital gap (spin up / spin down) in eV: 6.2 / 5.9
Spin multiplicity: 1
Relative energy (zero: lowest compared OMol25 entry of this formula, charge and spin) in kcal/mol: 48.0
Total charge: 0

XYZ file:
```
10
Properties=species:S:1:pos:R:3:forces:R:3
O 0.686 0.326 -1.755 6.5129 -5.2667 2.8778
C 0.901 -0.625 -0.932 -3.1867 -0.8091 -1.2933
C 1.082 -0.463 0.448 1.3461 1.4452 2.2653
C 0.009 -0.470 1.348 0.9535 0.6406 -3.0713
C -1.111 0.061 1.577 -0.3426 -0.1206 -0.1526
H 0.512 -1.616 -1.232 0.3720 0.1511 -0.3789
H 1.868 0.265 0.683 -0.2482 -0.1283 0.2595
H -1.357 0.986 -0.199 -0.0330 -0.0794 0.6369
Hg -0.703 1.531 -2.266 -5.3118 4.0035 -0.6971
H -1.887 0.004 2.328 -0.0621 0.1637 -0.4464
```
Positions in Å, forces in eV/Å.



[10]
Entry from the OMol25 dataset: a structure of composition C4H4I4N4 (the ωB97M-V functional and the def2-TZVPD basis).

Frontier orbital gap (spin up / spin down) in eV: 5.9 / 5.9
Spin multiplicity: 1
Relative energy (zero: lowest compared OMol25 entry of this formula, charge and spin) in kcal/mol: 32.9
Total charge: +2

XYZ file:
```
16
Properties=species:S:1:pos:R:3:forces:R:3
C 0.078 1.091 -0.510 -1.2477 0.1985 0.5710
C -0.769 0.157 0.081 -0.0576 1.1161 -0.3828
C -2.352 -1.009 1.022 -1.5997 1.8100 -0.5657
C 1.371 0.714 -1.071 1.9340 -1.7051 0.8884
N -1.200 -1.670 1.144 0.8832 -1.2954 0.5110
N -2.130 0.181 0.385 -0.2015 -0.8297 0.5957
N 2.414 -0.471 0.246 -1.2121 1.5172 -1.6939
N -0.272 -1.007 0.577 0.6271 -0.3561 -0.2379
I -0.360 3.123 -0.733 0.3555 -0.9063 -0.0521
I -4.167 -1.692 1.684 0.6592 0.0695 -0.1492
I 1.231 -0.447 -2.824 -0.0122 0.3633 0.4200
I -3.628 1.474 -0.094 -0.0920 0.0832 -0.0953
H 2.126 1.494 -1.143 -0.1298 -0.1304 0.0585
H 2.894 0.131 0.912 -0.0052 -0.1318 0.0676
H 3.069 -0.993 -0.335 0.0028 0.0835 0.0784
H 1.695 -1.074 0.659 0.0959 0.1135 -0.0138
```
Positions in Å, forces in eV/Å.